23
Properties=species:S:1:pos:R:3:forces:R:3 method="wB97M-V/def2-TZVPD" total_charge=+1 e_tot_ha=-708.42303 de_lowest_kj_mol=53.0 lumo_ev=-5.4
C 3.11136 -0.22602 0.22345 -1.14 -1.00 0.86
C 2.37727 -1.37503 0.52602 0.28 -0.39 -1.61
C 2.41112 0.95130 0.11496 0.60 1.97 0.44
C 1.00190 -1.32000 0.43862 0.41 0.03 0.23
C 1.01511 0.99576 0.12585 1.32 1.29 0.30
C 0.19696 -2.56494 0.58335 0.34 0.34 -2.43
C 0.23535 2.27666 0.26169 -2.21 -1.48 -0.03
C -2.88381 0.52998 -0.85017 -0.41 1.33 0.86
N 0.39780 -0.13677 0.26731 -3.96 -1.84 -0.01
P -2.07592 -0.40329 0.49804 1.32 -1.68 -1.00
H 4.16821 -0.33439 0.18254 0.73 0.48 -0.02
H 2.82657 -2.37471 0.54209 0.03 0.59 0.36
H 2.93499 1.91591 0.25025 -0.23 -0.60 -0.79
H 0.87202 -3.39792 0.37837 -0.30 -0.12 0.48
H -0.19887 -2.54379 1.56157 -0.83 -0.61 0.98
H -0.56678 -2.57236 -0.23938 0.40 -0.18 1.10
H -0.78624 2.23478 -0.20807 1.00 -0.50 0.30
H -0.01613 2.31347 1.33618 0.49 0.86 -0.33
H 0.61806 3.13192 -0.22920 1.10 0.90 0.27
H -4.04589 0.62658 -0.72160 2.24 0.10 0.23
H -2.74526 0.05830 -1.79782 0.16 -0.87 -0.47
H -2.30342 1.46442 -0.92464 -1.17 0.13 -0.09
H -1.90177 0.42008 1.58067 -0.17 1.27 0.36

24
Properties=species:S:1:pos:R:3:forces:R:3 method="wB97M-V/def2-TZVPD" multiplicity=6 e_tot_ha=-803.28469 de_lowest_kj_mol=105.3 lumo_ev="0.6 / -1.8"
C -0.41002 1.11429 -1.01505 5.62 -1.11 -1.15
C -1.24054 1.93810 -1.80582 0.46 1.36 -2.10
C -0.47702 2.45703 -2.89939 -0.33 -0.29 0.56
C 0.86125 1.95520 -2.80846 -1.50 0.81 -0.46
C 0.96283 1.12013 -1.67257 -4.16 -1.00 3.34
Ru 1.43593 -1.17434 1.04915 2.64 0.27 -3.87
P 0.10522 -2.61278 0.07006 -1.44 -1.32 -1.27
H -0.64988 0.55604 -0.10869 -0.01 0.25 -0.33
H -2.29137 2.14223 -1.60995 0.28 0.00 -0.12
H -0.85253 3.12256 -3.67378 0.11 -0.22 0.26
H 1.81730 0.55547 -1.29302 -0.28 0.28 -0.21
H 1.67269 2.17709 -3.49851 -0.25 -0.03 0.15
H 0.53128 -3.15795 -1.18797 -0.49 0.00 0.50
H -1.23023 -2.19110 -0.26035 0.37 -0.52 -0.11
H -0.16993 -3.82052 0.79387 -0.08 0.22 -0.45
C 1.63290 0.87770 5.79337 0.10 0.11 -0.02
C 0.73113 -0.26625 5.29343 -0.11 0.12 0.77
C 0.95122 -0.56546 3.90553 0.07 -0.23 -0.72
N 1.14135 -0.80481 2.78234 -0.92 1.34 5.25
H 2.68981 0.61334 5.67993 -0.22 0.07 -0.03
H 1.45008 1.08772 6.85094 -0.06 -0.12 -0.15
H 1.43898 1.79608 5.22870 0.07 -0.20 0.08
H 0.92002 -1.18740 5.86506 -0.12 0.27 -0.05
H -0.33108 -0.00314 5.40999 0.25 -0.08 0.11

23
Properties=species:S:1:pos:R:3:forces:R:3 method="wB97M-V/def2-TZVPD" e_tot_ha=-765.40679 de_lowest_kj_mol=317.9 lumo_ev=0.8
C 1.98689 -1.48715 -0.14019 -0.98 1.22 -0.08
C 3.54616 0.69932 0.19667 -3.76 0.71 -0.20
C 1.04890 -0.58971 -0.08405 0.97 5.01 2.05
C 2.24941 1.12642 0.13869 -2.55 -2.38 -0.88
C -1.18810 -1.90863 0.00456 0.11 0.12 -0.14
C -0.70122 0.12746 -1.41566 -0.54 3.57 0.41
C -0.97704 0.31270 1.19211 1.23 1.67 -0.84
C -0.47415 -0.47907 -0.02493 1.04 -1.71 -1.17
N 1.49395 2.30700 -0.03891 2.10 -0.62 0.58
S 3.57869 -1.00397 -0.06729 3.70 -1.90 0.05
H 1.63938 -2.44792 -0.31838 0.37 -2.20 -0.12
H 4.46338 1.25422 0.31397 0.02 -0.08 -0.10
H -1.23207 -2.32850 1.04767 0.38 0.24 -1.03
H -2.27282 -1.71197 -0.26940 1.28 -0.48 -0.02
H -0.68041 -2.65874 -0.72462 -1.09 1.31 1.23
H -0.20097 -0.41195 -2.22050 -0.51 -0.36 0.13
H -1.81242 0.39685 -1.62001 1.85 -0.53 0.11
H -0.05729 1.12488 -1.36925 -1.73 -1.74 -0.60
H -2.06942 0.40047 1.08688 0.41 0.95 0.09
H -0.85091 -0.31978 2.00444 0.27 -1.36 1.69
H -0.29037 1.23117 1.53567 -2.08 -1.59 -1.21
H 1.93359 3.15012 0.35359 -0.82 -0.47 -0.25
H 0.50481 2.14263 0.08433 0.34 0.60 0.32